No. 1
Entry from the OMol25 dataset: a structure of composition C20H30ClHoO2 at a distorted geometry (ωB97M-V/def2-TZVPD).

Values from the calculation:
HOMO (alpha / beta): -0.267 / -0.266 Ha
multiplicity: 5
electronic energy: -2338.7485 Ha
frontier orbital gap (alpha / beta): 7.616 / 7.588 eV
lowest unoccupied orbital energy (alpha / beta): 0.36 / 0.36 eV

Cartesian coordinates (Å):
1 O -1.27277 -3.65783 -2.51277
2 C -1.68260 -4.80784 -1.74306
3 C -1.47910 -5.74680 -2.92687
4 H -2.71037 -4.71125 -1.38565
5 H -1.02687 -4.97722 -0.88603
6 C -1.04715 -4.48789 -3.70454
7 H -2.37949 -6.22642 -3.30243
8 H -0.69944 -6.49382 -2.80177
9 C -1.97061 -4.07061 -4.82349
10 H -3.00746 -4.08245 -4.49286
11 H -1.87305 -4.74343 -5.67612
12 H -1.73306 -3.06143 -5.15805
13 C 0.40629 -4.44609 -4.11085
14 H 1.04771 -4.73049 -3.27899
15 H 0.68502 -3.44120 -4.42580
16 H 0.59568 -5.12776 -4.94079
17 Ho 0.75679 2.83469 1.77393
18 C 2.94059 3.39912 2.50747
19 C 2.18899 3.01336 3.63081
20 C 1.89275 1.63725 3.49315
21 H 1.86487 3.64847 4.43602
22 C 2.46674 1.18482 2.29257
23 C 3.09807 2.27186 1.66674
24 H 3.60600 2.25376 0.71694
25 H 3.31995 4.38754 2.31764
26 H 1.29067 1.05984 4.17042
27 H 2.39073 0.18615 1.89695
28 C 0.55923 5.14812 1.22343
29 C 1.40622 4.53307 0.27140
30 C 0.64773 3.59584 -0.45635
31 H 2.45059 4.74112 0.12285
32 C -0.67955 3.65490 0.03435
33 C -0.73017 4.61551 1.05424
34 H -1.58500 4.83498 1.66590
35 H 0.84762 5.88550 1.95326
36 H 1.00800 2.98478 -1.26594
37 H -1.50021 3.02952 -0.27249
38 O -0.13721 0.92256 1.00029
39 C 0.34201 0.31777 -0.22042
40 C 0.08240 -1.16754 -0.07288
41 H 1.39221 0.57238 -0.33903
42 H -0.21548 0.74520 -1.05554
43 C -1.15913 -1.18785 0.80925
44 H 0.91671 -1.65059 0.43593
45 H -0.05631 -1.65775 -1.03372
46 C -0.88955 -0.05318 1.77224
47 H -1.30484 -2.13429 1.32479
48 H -2.05128 -0.98397 0.21723
49 H -0.27423 -0.36848 2.61544
50 H -1.76803 0.44683 2.16046
51 Cl -1.13517 1.78569 4.70288
52 C -1.01133 3.10771 3.51800
53 H -0.81777 4.05125 4.06843
54 H -2.00634 3.16662 3.03346

Forces on the atoms, in the same order (eV/Å):
0.0426 -0.1183 -0.1069
-0.0329 0.1195 0.0999
0.0164 -0.1085 -0.1016
0.0103 0.0267 -0.0245
0.0250 0.0197 -0.0099
-0.0559 0.0753 0.2038
-0.0369 -0.0020 -0.0149
0.0397 -0.0199 0.0058
-0.0541 0.0446 -0.0398
-0.0583 -0.0125 0.0439
0.0293 -0.0503 -0.0176
0.0389 0.0633 -0.0030
0.0706 0.0178 -0.0027
0.0273 -0.0314 0.0740
-0.0123 0.0756 -0.0262
-0.0247 -0.0366 -0.0312
-3.3758 -1.9356 1.6092
1.2083 0.0668 0.6604
1.2382 -0.4214 0.8182
0.9129 -0.4241 0.8208
-0.0275 0.0631 0.1077
0.6498 -0.4112 0.4974
0.9182 -0.0108 0.2818
0.0792 0.0251 -0.0774
0.0492 0.0754 -0.0176
-0.0237 -0.0574 0.0817
0.0066 -0.1291 -0.0298
0.1205 0.9239 -0.8934
-0.0053 1.1913 -1.0070
-0.3274 1.0573 -1.0371
0.0798 0.0310 -0.0194
-0.3877 0.6036 -0.9364
-0.4301 0.5326 -0.3936
-0.1262 0.1241 0.0067
0.0643 0.0605 0.0607
0.0604 -0.0931 -0.0617
-0.0852 -0.0566 -0.0761
-0.4882 -1.0860 -0.4737
-0.0892 -0.0088 -0.1492
0.0982 -0.0759 -0.0486
0.1379 -0.0051 -0.0045
-0.0566 0.0296 -0.0113
-0.1322 -0.0457 -0.0562
0.0588 -0.0134 0.0650
-0.0650 -0.0419 -0.0407
0.1285 0.0366 0.1017
0.0091 -0.0229 0.0314
-0.0360 0.0109 -0.0502
0.0481 0.0118 0.0419
-0.1367 0.0457 0.0483
-0.2459 -0.4457 0.7523
0.1495 0.6963 -0.9896
-0.3573 -0.4565 -0.0966
0.3532 0.0924 0.4359

Atom charges from the Mulliken analysis, given in e for atoms 1 to 4:
1. O -0.40
2. C -0.41
3. C -0.88
4. H 0.28

No. 2
Entry from the OMol25 dataset: the molecule C20H30ClN3O3 (ωB97M-V/def2-TZVPD).

Values from the calculation:
HOMO: -0.350 Ha
electronic energy: -1630.3531 Ha
frontier orbital gap: 9.953 eV
SMILES: CC[C@H](C)[C@@H](CC(=O)N[C@@]1(CO)CC[C@H](C)C1)NC(=O)c1cncc(Cl)c1
lowest unoccupied orbital energy: 0.42 eV

Cartesian coordinates (Å):
1 C -2.65816 -1.45533 -2.96288
2 C -2.15001 -1.08674 -1.57376
3 C -0.62353 -1.10654 -1.45622
4 C -0.08733 -2.53653 -1.47424
5 C -0.16988 -0.37535 -0.18720
6 C 1.35338 -0.41936 0.01977
7 C 1.76058 0.57823 1.08886
8 O 2.21809 1.67506 0.79320
9 N 1.48737 0.19180 2.35375
10 C 1.84473 0.93362 3.56973
11 C 3.36246 1.02130 3.68590
12 O 3.97039 -0.26594 3.68640
13 C 1.16189 2.30957 3.61958
14 C -0.26386 2.06077 4.15480
15 C -0.29874 0.59856 4.64464
16 C -1.07587 0.39741 5.93517
17 C 1.17975 0.20932 4.74282
18 N -0.58552 1.02063 -0.18334
19 C -1.47080 1.50483 0.72146
20 O -2.19148 0.79421 1.40247
21 C -1.52877 3.00033 0.83458
22 C -2.73286 3.58632 1.20984
23 N -2.88550 4.89418 1.38478
24 C -1.82426 5.67351 1.20709
25 C -0.58212 5.17289 0.84661
26 Cl 0.75973 6.25279 0.66580
27 C -0.41924 3.81475 0.64916
28 H -3.74784 -1.44547 -2.99413
29 H -2.29831 -0.74273 -3.70828
30 H -2.33208 -2.44936 -3.27164
31 H -2.51852 -0.09267 -1.31568
32 H -2.56700 -1.76758 -0.82453
33 H -0.20227 -0.56168 -2.31241
34 H -0.37265 -3.05960 -0.55658
35 H -0.49954 -3.09697 -2.31217
36 H 0.99834 -2.57307 -1.56320
37 H -0.66952 -0.82955 0.67262
38 H 1.66462 -1.43041 0.28444
39 H 1.87009 -0.13244 -0.89782
40 H 1.24146 -0.77609 2.48330
41 H 3.75865 1.56067 2.82610
42 H 3.61951 1.57924 4.59156
43 H 4.03570 -0.57874 4.59237
44 H 1.72467 2.93301 4.31900
45 H 1.19488 2.80882 2.65490
46 H -0.48537 2.74289 4.97905
47 H -1.02729 2.22814 3.39650
48 H -0.76375 -0.01049 3.86334
49 H -0.63785 0.98855 6.74408
50 H -2.11447 0.70986 5.81733
51 H -1.07571 -0.64978 6.24427
52 H 1.35010 -0.87084 4.73136
53 H 1.60498 0.60094 5.67400
54 H 0.00919 1.67747 -0.66345
55 H -3.59851 2.95839 1.38044
56 H -1.95712 6.73796 1.36033
57 H 0.55798 3.41118 0.40637

Forces on the atoms, in the same order (eV/Å):
0.0116 -0.0042 0.0067
0.0053 0.0019 -0.0057
0.0036 0.0019 -0.0079
-0.0096 -0.0027 -0.0042
0.0256 0.0182 0.0079
-0.0009 -0.0224 0.0053
-0.0307 -0.0084 -0.0026
0.0214 0.0016 0.0098
0.0191 0.0038 -0.0001
-0.0203 -0.0358 0.0356
-0.0011 -0.0067 -0.0219
0.0493 0.0235 0.0107
-0.0105 0.0080 -0.0083
0.0221 0.0299 0.0357
-0.0061 -0.0467 -0.0205
0.0059 0.0024 0.0060
0.0053 0.0178 -0.0033
-0.0312 -0.0292 -0.0278
-0.0307 0.0460 -0.0373
0.0174 -0.0040 0.0264
-0.0036 -0.0139 0.0027
0.0085 0.0180 0.0206
-0.0073 -0.0048 -0.0081
0.0003 -0.0049 -0.0078
-0.0015 0.0156 0.0001
-0.0005 -0.0026 -0.0007
-0.0027 -0.0158 -0.0028
-0.0006 0.0054 -0.0007
0.0029 -0.0013 0.0003
-0.0147 -0.0048 0.0018
0.0031 0.0065 0.0071
0.0026 -0.0043 -0.0016
-0.0108 0.0027 -0.0013
0.0021 -0.0003 0.0011
0.0094 -0.0023 -0.0042
-0.0022 0.0009 -0.0032
-0.0083 -0.0051 -0.0051
0.0193 0.0130 0.0116
-0.0059 -0.0005 -0.0060
-0.0040 0.0019 0.0014
0.0048 0.0023 0.0028
0.0001 0.0077 -0.0043
-0.0406 -0.0194 -0.0034
0.0024 0.0128 -0.0090
-0.0040 -0.0184 0.0018
0.0052 -0.0082 0.0038
0.0025 -0.0012 -0.0029
-0.0078 0.0157 -0.0065
-0.0002 0.0005 -0.0015
-0.0009 -0.0030 -0.0022
0.0009 -0.0011 0.0023
-0.0010 0.0028 -0.0010
-0.0025 0.0062 0.0025
0.0059 0.0037 0.0104
-0.0008 -0.0058 -0.0083
0.0039 0.0008 0.0042
0.0005 0.0063 0.0019

Atom charges from the Mulliken analysis, given in e for atoms 1 to 4:
1. C -1.39
2. C -0.11
3. C 0.34
4. C -1.55

No. 3
Entry from the OMol25 dataset: a structure of composition C20H30ClO2Ru at a distorted geometry (ωB97M-V/def2-TZVPD).

Values from the calculation:
HOMO (alpha / beta): -0.400 / -0.443 Ha
multiplicity: 5
electronic energy: -1485.1453 Ha
frontier orbital gap (alpha / beta): 7.813 / 6.463 eV
charge: +1
lowest unoccupied orbital energy (alpha / beta): -3.07 / -5.58 eV

Cartesian coordinates (Å):
1 O 0.15648 1.96984 -1.65330
2 C 0.86104 3.02511 -2.38564
3 C -0.51779 3.58278 -2.78798
4 H 1.54863 2.65554 -3.14679
5 H 1.35255 3.76768 -1.74792
6 C -1.05907 2.81236 -1.47791
7 H -0.89175 3.01969 -3.66383
8 H -0.56131 4.63423 -3.03016
9 C -2.41355 2.11232 -1.63638
10 H -2.38734 1.02830 -1.83477
11 H -3.03294 2.60924 -2.38864
12 H -3.04516 2.24448 -0.73941
13 C -0.89709 3.44193 -0.07803
14 H 0.18080 3.42126 0.19100
15 H -1.42554 2.79771 0.65024
16 H -1.31624 4.44955 0.02663
17 Ru 0.36349 -1.22001 2.14498
18 C 0.70581 0.68115 4.06549
19 C 1.55318 -0.40304 3.58145
20 C 2.15637 0.08749 2.31831
21 H 1.95733 -1.23273 4.16578
22 C 1.75873 1.46723 2.18378
23 C 0.89323 1.81371 3.23089
24 H 0.48257 2.81134 3.40206
25 H 0.14206 0.63333 5.00116
26 H 3.03122 -0.33420 1.81852
27 H 2.14374 2.15242 1.41818
28 C -1.41053 -1.33975 3.53455
29 C -1.67894 -0.10634 2.88005
30 C -1.69262 -0.34063 1.47336
31 H -1.81656 0.86644 3.35243
32 C -1.53653 -1.75675 1.23798
33 C -1.41089 -2.38698 2.53699
34 H -1.35500 -3.45600 2.74692
35 H -1.28314 -1.47772 4.60354
36 H -1.78116 0.43084 0.71744
37 H -1.55756 -2.23998 0.26867
38 O 0.65029 -1.74607 -1.37449
39 C -0.22169 -1.28965 -2.47420
40 C 0.29876 -1.83762 -3.80654
41 H -0.37969 -0.19621 -2.43808
42 H -1.18171 -1.75780 -2.20758
43 C 1.23712 -2.99055 -3.39063
44 H 0.86375 -1.08260 -4.34578
45 H -0.50090 -2.16419 -4.46975
46 C 1.11865 -3.02483 -1.86526
47 H 2.25230 -2.82217 -3.73410
48 H 0.88772 -3.91894 -3.82809
49 H 2.01006 -3.28541 -1.30122
50 H 0.36730 -3.80342 -1.63817
51 Cl 1.94534 -3.75780 2.79959
52 C 1.38405 -2.78797 1.43922
53 H 2.24078 -2.34157 0.91480
54 H 0.81136 -3.41504 0.74060

Forces on the atoms, in the same order (eV/Å):
0.1670 -0.2260 0.3557
-1.6657 -0.0096 -0.0909
0.2166 -0.8624 0.1234
-0.1612 -0.1381 0.1133
0.2212 -0.4255 0.2766
1.1962 0.5635 -1.0781
0.0653 0.2366 0.4669
-0.4398 0.4323 0.4934
-0.6466 0.1167 0.4829
0.3222 0.4651 -0.1582
0.3642 -0.2347 -0.3244
0.4621 -0.1627 -0.0396
0.1789 -0.1544 -0.0086
-0.7257 0.3349 -0.1392
0.2743 0.2612 -0.2486
0.1260 -0.1728 -0.1287
0.8307 1.2279 -1.4184
1.0943 1.4849 0.2863
1.8839 1.1273 -0.4247
-0.0230 -0.6596 1.4009
-0.1697 0.3426 -0.0263
0.0052 0.2438 -0.1526
-0.2036 -0.6651 0.7663
-0.0101 -0.4850 -0.1270
0.1565 0.0814 -0.4921
-0.3777 0.0613 0.2809
-0.3081 -0.4460 0.3376
-1.3831 -0.5063 -0.0098
0.0165 -0.5027 -0.5048
-0.2721 -0.4581 0.1625
0.2419 -0.4267 -0.2052
-0.9635 -0.0084 0.7591
-0.8337 0.0909 -0.1900
0.1286 0.4113 -0.1666
-0.1456 -0.0495 -0.2609
0.0075 -0.1871 0.0181
0.0600 0.0274 0.2011
0.2373 -0.0344 -1.8796
-0.8650 -0.0235 1.0384
0.4947 0.2481 0.4034
0.5656 -0.5501 0.1475
-0.1516 0.0814 -0.4589
-0.0980 0.3194 0.0680
0.0091 0.1562 0.0144
-0.0837 -0.0092 0.1925
-0.5709 -0.3683 0.4789
0.1133 0.0826 0.0429
0.1127 -0.2408 0.0841
0.2555 0.0672 -0.2446
-0.0028 0.2242 0.2009
-0.0387 -0.0065 0.1714
0.2528 -0.6551 -1.1341
-0.1817 -0.2403 0.1326
0.2610 0.2202 0.4119

Atom charges from the Mulliken analysis, given in e for atoms 1 to 4:
1. O -0.38
2. C -0.55
3. C -0.63
4. H 0.31

No. 4
Entry from the OMol25 dataset: a cluster of 4 separate species, C20H30F8O12 in total at a distorted geometry (ωB97M-V/def2-TZVPD).

Values from the calculation:
HOMO: -0.383 Ha
electronic energy: -2481.8995 Ha
frontier orbital gap: 10.991 eV
SMILES: O=C1CC[C@H](CCOCC(F)(F)C(F)(F)C(F)(F)C(F)F)O1.COC(=O)OC.COC(=O)OC.COC(=O)OC
lowest unoccupied orbital energy: 0.57 eV

Cartesian coordinates (Å):
1 O -0.85179 2.84272 1.44974
2 C -1.54095 2.09389 0.77805
3 C -2.52119 1.00815 1.27795
4 C -2.94864 0.35922 -0.05482
5 C -2.88820 1.61449 -0.90280
6 C -3.21554 1.41251 -2.38344
7 C -1.98941 1.50595 -3.27934
8 O -1.43181 0.20716 -3.33671
9 C -0.17375 0.13836 -3.95622
10 C 0.68868 -0.85055 -3.17926
11 F -0.11667 -1.92675 -2.96068
12 F 1.70725 -1.27887 -3.94306
13 C 1.21035 -0.40705 -1.78854
14 F 1.79775 -1.50288 -1.23949
15 F 0.19759 -0.05905 -0.97834
16 C 2.29739 0.68735 -1.76885
17 F 3.34776 0.31378 -2.50794
18 F 2.72333 0.75530 -0.48604
19 C 1.78815 2.11562 -2.15037
20 F 2.37866 2.48452 -3.30543
21 F 2.11169 2.99586 -1.19482
22 O -1.56449 2.09157 -0.60157
23 H -3.37018 1.38982 1.83131
24 H -1.91889 0.36712 1.91351
25 H -3.93819 -0.07479 -0.10461
26 H -2.14806 -0.34172 -0.24547
27 H -3.53536 2.39032 -0.49246
28 H -3.98174 2.10379 -2.70219
29 H -3.56489 0.39304 -2.49162
30 H -2.33244 1.82548 -4.26516
31 H -1.28734 2.25128 -2.91289
32 H -0.30107 -0.30594 -4.94364
33 H 0.29850 1.10522 -4.11131
34 H 0.70810 2.14086 -2.26733
35 C -0.62359 -3.39075 -0.51992
36 O -1.12031 -4.73363 -0.59445
37 C -2.23475 -4.92617 0.09592
38 O -2.83502 -4.08375 0.71205
39 O -2.57849 -6.21126 -0.00845
40 C -3.77245 -6.56026 0.68967
41 H 0.27310 -3.35498 -1.11514
42 H -1.35370 -2.69262 -0.92147
43 H -0.38196 -3.13824 0.51258
44 H -4.62321 -6.00278 0.30171
45 H -3.66162 -6.38144 1.75772
46 H -3.93189 -7.62114 0.52056
47 C 5.07722 3.08060 0.10650
48 O 6.02818 4.11084 -0.17819
49 C 5.56362 5.34490 -0.00486
50 O 4.45640 5.64056 0.35550
51 O 6.54222 6.20095 -0.30140
52 C 6.17879 7.57387 -0.15774
53 H 5.57681 2.13240 -0.07205
54 H 4.76178 3.12380 1.14733
55 H 4.21713 3.15576 -0.55085
56 H 5.90359 7.79341 0.87211
57 H 5.35906 7.82707 -0.82746
58 H 7.05524 8.15621 -0.42700
59 C 0.10830 -1.32984 5.61711
60 O -0.95941 -2.26476 5.78197
61 C -1.29533 -2.91105 4.66687
62 O -0.78444 -2.76542 3.58792
63 O -2.29447 -3.74170 4.95379
64 C -2.75664 -4.50036 3.83244
65 H 0.27845 -0.87941 6.59052
66 H 1.01522 -1.83550 5.29121
67 H -0.16599 -0.55365 4.90514
68 H -1.95769 -5.12844 3.44031
69 H -3.13385 -3.84597 3.05265
70 H -3.56487 -5.13303 4.19124

Forces on the atoms, in the same order (eV/Å):
-1.1234 -1.5690 -1.5933
0.6981 1.0956 1.3487
0.5325 -0.1805 -0.4889
-0.0878 1.0269 1.1930
-0.1226 -0.7214 -0.5044
1.2267 0.0370 0.3692
-0.9024 0.1287 -0.3018
0.4897 0.3664 0.2901
-0.2589 -0.3342 -0.3662
-1.0436 0.0752 -0.0200
0.2588 -0.0412 0.0746
0.3352 0.2149 0.0248
0.6981 -0.9452 -0.1713
-0.0014 0.0339 -0.0708
0.0107 0.2376 -0.2370
0.0421 0.5481 0.8442
-0.0922 0.0183 -0.2940
-0.0649 -0.1316 0.0798
-0.1449 -0.1899 -0.0053
-0.0089 0.0803 -0.2296
0.0744 0.0728 -0.0259
0.2964 0.9023 0.4898
0.0684 0.3966 0.2046
-0.1775 -0.1981 0.2554
-0.0803 -0.3564 0.3174
-0.1697 -0.3139 -0.9475
-0.4906 -0.1951 0.0165
-0.1536 0.1786 -0.1014
-0.3964 -0.1183 -0.1718
0.1924 -0.0608 -0.2864
0.1922 -0.0017 0.0734
0.1697 -0.1007 -0.1949
0.1383 0.1513 0.1846
-0.1433 -0.0009 0.0211
0.0695 0.0889 0.2822
0.0307 -0.0005 -0.0121
0.1046 -0.0461 -0.1009
-0.1994 -0.0008 0.0072
-0.0099 -0.0492 0.0082
-0.1551 -0.1387 0.0278
0.1031 -0.2179 -0.1324
-0.0568 0.0005 0.0561
-0.1232 0.0316 0.0142
0.0216 0.0822 0.0678
-0.0277 0.0899 -0.0052
0.1133 -0.0042 -0.0711
-0.0282 -0.2907 0.0263
0.0747 -0.0912 -0.0079
0.0794 -0.0563 -0.0364
-0.1103 0.0475 0.0366
0.0837 0.0478 -0.0264
0.0561 0.2191 -0.0133
0.1622 0.0907 -0.0378
-0.0867 0.0971 -0.0294
0.0134 0.1366 0.1062
-0.1025 -0.0330 -0.0179
-0.0733 -0.0350 0.0729
0.0701 -0.1181 -0.0247
0.1486 0.1623 0.0902
0.0087 0.0265 0.0616
-0.0967 -0.0139 0.1237
0.0748 0.0279 -0.1363
-0.0080 -0.0699 0.0522
-0.2071 -0.1242 -0.0777
-0.1041 -0.0769 0.0503
-0.0337 0.0045 -0.1027
0.0317 -0.0572 -0.0785
0.0442 0.0965 -0.0647
0.1307 0.0029 -0.0729
0.0403 0.0657 0.1878

Atom charges from the Mulliken analysis, given in e for atoms 1 to 4:
1. O -0.63
2. C 0.50
3. C -0.62
4. C -0.29